Run one
The following is a quantum chemistry calculation of a cluster of 2 separate species, C6H11P in total, from the Open Molecules 2025 dataset.

Its HOMO-LUMO gap is 9.60 eV. The LUMO energy is 1.08 eV. The spin multiplicity is 1.

Geometry as XYZ:
```
18
Properties=species:S:1:pos:R:3:nbo_charge:R:1
C -1.6400 0.8320 -1.8083 -0.4004
C -1.0680 0.6673 -0.6410 -0.0520
C 1.3106 0.6101 0.3845 -0.7186
C 0.1488 -0.0066 -0.3605 -0.3829
C -1.6169 1.3434 0.5923 -0.6457
C 1.7085 -2.2067 0.9625 -0.8791
P 0.4966 -0.7377 1.3337 0.6895
H -2.5308 1.2421 -2.1189 0.2025
H -1.0044 0.4573 -2.6773 0.1825
H 2.1651 0.3852 -0.1774 0.2391
H 1.2185 1.6683 0.5409 0.2319
H 0.4391 -1.0212 -1.4206 0.1959
H -2.0495 0.4942 1.1728 0.2208
H -0.7102 1.6975 1.1232 0.2146
H -2.4709 1.9691 0.4201 0.2277
H 2.2298 -2.1195 -0.0192 0.2238
H 0.9619 -3.0022 0.9456 0.2238
H 2.4120 -2.2726 1.7476 0.2265
```


Run two
The following is a quantum chemistry calculation of an isolated molecule of C6H11P, from the Open Molecules 2025 dataset.

Its HOMO-LUMO gap is 9.60 eV. The LUMO energy is 0.98 eV. The SMILES is CC1=CP(C)CC1. The spin multiplicity is 1.

Geometry as XYZ:
```
18
Properties=species:S:1:pos:R:3:nbo_charge:R:1
C 2.4810 0.5393 -0.2845 -0.6340
C 1.0086 0.4378 -0.3799 -0.0575
C 0.0862 1.3839 -0.2191 -0.3453
P -1.9046 0.4286 -0.6003 0.6643
C -2.1483 0.3629 1.2429 -0.9480
C -0.9015 -1.1989 -0.9086 -0.6450
C 0.4657 -1.0039 -0.3243 -0.4357
H 2.9863 -0.0824 0.6057 0.2205
H 2.7221 1.6306 -0.3566 0.2212
H 2.8227 0.1698 -1.1598 0.2117
H 0.0286 2.4847 -0.0793 0.2172
H -1.7598 -0.6078 1.7391 0.2198
H -3.1627 0.5237 1.4849 0.2214
H -1.5107 1.0852 1.7085 0.2351
H -1.0106 -1.3042 -1.9262 0.2117
H -1.5630 -1.9266 -0.5217 0.2209
H 1.1361 -1.6202 -0.8190 0.2081
H 0.2241 -1.3025 0.7982 0.2134
```


Unit: hartree. Relative energies: run one 0.0298; run two 0.0000.


Run one
The following is a quantum chemistry calculation of a cluster of 2 separate species, C6H11P in total, from the Open Molecules 2025 dataset.

Its HOMO-LUMO gap (alpha / beta) is 6.93 / 6.74 eV. The LUMO energy (alpha / beta) is -1.05 / -1.11 eV. The spin multiplicity is 1.

Geometry as XYZ:
```
18
Properties=species:S:1:pos:R:3:nbo_charge:R:1
C 0.3183 -0.2323 0.1794 0.0075
C -1.3050 0.2233 -0.1224 -0.4154
C -0.7770 -0.9840 0.6724 -0.2933
C -0.1690 1.0909 0.4287 -0.2883
C -1.0343 -2.3737 0.0889 -0.6067
C 0.3934 2.2220 -0.3632 -0.6152
P 3.9500 0.1015 -0.5475 0.1123
H -1.1905 -0.0366 -1.1600 0.2464
H -2.2309 0.6399 0.2036 0.2756
H -1.1457 -0.9278 1.6747 0.2093
H -0.5791 1.4265 1.3918 0.2017
H -0.8009 -3.0190 0.9238 0.2110
H -0.4221 -2.7565 -0.6693 0.2236
H -2.1696 -2.5515 -0.2596 0.2008
H 1.5362 2.2522 -0.2485 0.2291
H -0.1956 3.1803 -0.1764 0.2092
H 0.2181 2.0157 -1.4101 0.2142
H 4.5642 1.3673 -0.7306 -0.1219
```


Run two
The following is a quantum chemistry calculation of an isolated molecule of C6H11P, from the Open Molecules 2025 dataset.

Its HOMO-LUMO gap (alpha / beta) is 5.90 / 8.28 eV. The LUMO energy (alpha / beta) is -0.73 / 0.25 eV. The spin multiplicity is 1.

Geometry as XYZ:
```
18
Properties=species:S:1:pos:R:3:nbo_charge:R:1
C 0.1455 0.9869 0.3222 0.1046
C -0.4568 0.7999 -0.7877 -0.1065
C 1.1704 0.9970 1.3216 -0.7458
C -0.2140 -0.5097 -1.4649 -0.6236
C -1.7497 1.5825 -1.1842 -0.6001
C 0.9681 -2.0304 1.5172 -0.9906
P 2.3403 -0.6982 1.4279 0.4959
H 1.9426 1.7347 0.9967 0.2508
H 0.8868 1.0383 2.3944 0.2415
H -0.3021 -0.3883 -2.6473 0.1993
H 0.7105 -1.0003 -1.3011 0.2220
H -1.0901 -1.1240 -1.3279 0.2145
H -2.4976 0.8950 -1.1179 0.2054
H -2.0479 2.3932 -0.4979 0.2177
H -1.6431 1.9833 -2.1153 0.2083
H 0.9309 -2.7896 2.3166 0.2425
H 0.8470 -2.5569 0.5158 0.2356
H 0.0593 -1.3133 1.6318 0.2281
```


Unit: hartree. Relative energies: run one 0.0974; run two 0.0000.


Run one
The following is a quantum chemistry calculation of a structure of composition C24H40HgO12, from the Open Molecules 2025 dataset.

Its HOMO-LUMO gap is 7.41 eV. The LUMO energy is 0.69 eV. The spin multiplicity is 1.

Geometry as XYZ:
```
77
Properties=species:S:1:pos:R:3:mulliken_charge:R:1
Hg 10.0531 -29.0211 25.4544 3.6391
C 12.6219 -25.1550 25.9266 -0.8799
C 11.2689 -25.6031 25.2851 -0.7031
O 10.9298 -26.9292 25.2363 -1.1134
H 13.4187 -25.6461 25.3649 0.2750
H 12.6574 -25.4908 26.9680 -0.0610
H 12.6871 -24.0680 25.9592 0.3948
H 11.2584 -25.1012 24.3042 0.3459
H 10.5052 -25.0662 25.8773 0.2493
C 9.0412 -32.0952 23.3634 -0.2928
C 9.3936 -32.3819 24.8243 -0.6623
O 9.6186 -31.2573 25.6059 -0.7577
H 9.6517 -31.2844 22.9643 -0.2485
H 7.9843 -31.8602 23.1907 0.0865
H 9.2568 -32.9651 22.7307 0.4670
H 10.3177 -32.9761 24.7635 0.3120
H 8.5721 -32.9449 25.2883 0.2699
O 11.6387 -29.6754 23.7826 -0.4094
C 12.3003 -29.3050 22.8599 0.2758
O 12.3652 -30.0491 21.7287 -0.4110
C 13.2826 -29.4969 20.7881 -0.4793
C 13.4049 -28.0551 21.2522 -0.7426
C 13.2815 -28.1800 22.7613 -0.0820
H 12.9206 -29.5332 19.7655 0.3606
H 14.2913 -29.8984 20.9229 0.3328
H 12.4916 -27.5157 20.9682 0.2987
H 14.2181 -27.4624 20.8375 0.3977
H 12.9928 -27.2592 23.2587 -0.1318
H 14.1992 -28.5988 23.1913 0.3151
O 8.7706 -29.0964 23.4108 -0.2679
C 8.1326 -29.0845 22.4008 -0.0909
O 6.9486 -28.4772 22.3236 -0.3686
C 6.3846 -28.5313 21.0172 -0.5437
C 7.6075 -28.8095 20.1386 -0.6722
C 8.5322 -29.6119 21.0187 -0.0218
H 5.8612 -27.6343 20.6866 0.3505
H 5.5836 -29.2717 20.9158 0.2553
H 7.9059 -27.7936 19.8619 0.2922
H 7.3751 -29.2611 19.1728 0.3633
H 9.5830 -29.4591 20.7938 -0.0500
H 8.2348 -30.6573 20.9264 0.3005
O 7.4118 -28.5831 25.8612 -0.4560
C 6.5216 -29.3085 26.1686 0.2826
O 6.0492 -29.3799 27.4352 -0.4042
C 4.9086 -30.2442 27.4958 -0.4818
C 5.0736 -31.1546 26.2863 -0.6427
C 5.8313 -30.3444 25.2638 0.6419
H 4.0213 -29.6056 27.4635 0.2632
H 4.8395 -30.7669 28.4481 0.3455
H 4.0783 -31.5053 25.9980 0.3468
H 5.5693 -32.0995 26.5158 0.3207
H 5.1937 -29.9004 24.5015 0.3358
H 6.7414 -30.7264 24.7940 -0.7019
O 11.9473 -29.4233 26.7119 -0.4027
C 12.7358 -29.3293 27.6071 -0.1576
O 12.8476 -30.3638 28.4871 -0.3620
C 13.7019 -30.0333 29.5486 -0.5429
C 14.1116 -28.5542 29.3779 -0.5631
C 13.7039 -28.2291 27.9478 0.7975
H 14.6040 -30.6531 29.6043 0.2690
H 13.2185 -30.2089 30.5120 0.3207
H 15.1709 -28.3545 29.5225 0.3539
H 13.5139 -27.9764 30.0820 0.1195
H 14.4863 -28.1124 27.2021 0.5292
H 13.0689 -27.3418 27.8927 -0.7671
O 9.6192 -28.0565 27.8283 -0.5935
C 9.7956 -27.0427 28.4305 0.5721
O 10.7294 -26.9748 29.4096 -0.3318
C 10.6502 -25.7384 30.1218 -0.5101
C 9.9298 -24.8374 29.1346 -0.5180
C 8.9915 -25.7438 28.3552 -0.4071
H 11.6693 -25.3755 30.2544 0.3130
H 10.1489 -25.7689 31.0900 0.3036
H 10.6430 -24.3938 28.4387 0.1430
H 9.3640 -24.0497 29.6364 0.4071
H 8.8212 -25.5285 27.3046 0.1950
H 8.0569 -25.9752 28.8689 0.3905
```


Run two
The following is a quantum chemistry calculation of a structure of composition C24H40HgO12, from the Open Molecules 2025 dataset.

Its HOMO-LUMO gap is 6.84 eV. The LUMO energy is 0.63 eV. The spin multiplicity is 1.

Geometry as XYZ:
```
77
Properties=species:S:1:pos:R:3:mulliken_charge:R:1
Hg -0.1698 -0.0692 -0.0644 3.7691
C 3.2817 1.9191 2.4152 -1.5140
C 2.9897 0.8205 1.3841 -0.3871
O 1.8612 0.9219 0.5810 -0.6319
H 4.1931 1.8436 3.0082 0.3901
H 2.4056 1.9999 3.0587 0.3047
H 3.3080 2.8869 1.9145 0.3451
H 3.0632 -0.0686 2.0104 0.0783
H 3.9053 0.7441 0.7976 0.3276
C -4.6526 -0.4371 -1.3075 -1.3506
C -3.4712 -1.2176 -0.7808 0.0341
O -2.1517 -0.8271 -1.0077 -0.7746
H -4.7960 -0.9803 -2.2416 0.4792
H -4.5024 0.6415 -1.3544 0.1782
H -5.5790 -0.7733 -0.8417 0.3771
H -3.7012 -2.2610 -0.9968 0.3364
H -3.5645 -1.1407 0.3024 -0.3237
O -1.1533 2.0061 -0.2583 -0.4963
C -1.6846 3.0455 -0.6968 -0.1299
O -2.9197 3.4671 -0.4499 -0.3720
C -3.3261 4.5654 -1.2711 -0.4710
C -2.0028 5.0455 -1.9052 -0.7042
C -0.9470 4.0761 -1.4741 0.2513
H -3.8861 5.3463 -0.7565 0.3127
H -3.9382 4.1652 -2.0793 0.2632
H -1.6983 6.0550 -1.6291 0.2786
H -2.0979 5.0479 -2.9910 0.3291
H -0.1752 4.3950 -0.7736 0.3650
H -0.5164 3.5958 -2.3527 -0.1982
O 0.2853 -1.6714 1.5368 -0.8657
C 0.4680 -2.3764 2.5454 0.1654
O 0.6236 -3.6229 2.3570 -0.3588
C 1.1425 -4.2749 3.4540 -0.4697
C 1.5802 -3.2307 4.4153 -0.5552
C 0.8801 -1.9993 3.9382 0.0248
H 2.0343 -4.8487 3.2020 0.2782
H 0.4364 -4.9954 3.8668 0.2982
H 2.6614 -3.1214 4.3315 0.2303
H 1.3151 -3.3311 5.4678 0.3193
H 1.4643 -1.0828 3.8554 0.1507
H -0.0528 -1.8255 4.4745 0.1880
O -1.4694 0.3459 2.1175 -0.3496
C -2.6583 0.1563 2.4998 0.0372
O -2.9987 -0.9437 3.1677 -0.2701
C -4.4112 -1.0612 3.2739 -0.4825
C -4.9100 0.4241 3.2053 -0.6188
C -3.9175 1.1350 2.3271 -0.1234
H -4.6417 -1.4979 4.2457 0.3784
H -4.8089 -1.7084 2.4922 0.2720
H -4.8275 0.7930 4.2276 0.2779
H -5.9459 0.4730 2.8696 0.3413
H -3.9092 2.1966 2.5741 0.4243
H -4.1277 1.2001 1.2596 -0.0006
O 0.8503 -1.7947 -1.2468 -0.6909
C 1.9137 -2.3249 -1.4497 0.2556
O 2.0263 -3.0048 -2.5782 -0.3699
C 3.3961 -3.2176 -2.8499 -0.3642
C 4.2069 -2.7726 -1.6456 -0.8612
C 3.1982 -2.4205 -0.6079 0.4773
H 3.5834 -2.5575 -3.6967 0.2215
H 3.7893 -4.2222 -3.0060 0.3042
H 4.9434 -2.0375 -1.9702 0.3437
H 4.8717 -3.5031 -1.1846 0.3423
H 3.4332 -1.5191 -0.0419 -0.2982
H 2.9531 -3.2752 0.0226 0.2382
O 0.2547 0.7690 -2.4110 -0.4537
C 1.2060 0.8343 -3.1508 0.4212
O 1.1556 0.2794 -4.3856 -0.3440
C 2.3218 0.5828 -5.1550 -0.5397
C 3.3281 1.0851 -4.1093 -0.4070
C 2.4424 1.6642 -3.0384 -0.1951
H 2.1415 1.2753 -5.9773 0.2893
H 2.6416 -0.3255 -5.6656 0.3276
H 4.0346 1.7846 -4.5560 0.3884
H 3.9775 0.2816 -3.7617 0.0600
H 2.1978 2.6476 -3.4400 0.3017
H 2.8464 1.8256 -2.0390 0.1950
```


Unit: hartree. Relative energies: run one 0.0000; run two 0.0775.


Run one
The following is a quantum chemistry calculation of a structure of composition C4H5FS3, from the Open Molecules 2025 dataset.

Its HOMO-LUMO gap is 8.61 eV. The LUMO energy is -0.16 eV. The spin multiplicity is 1.

Geometry as XYZ:
```
13
Properties=species:S:1:pos:R:3:nbo_charge:R:1
C 3.2291 0.2519 0.2047 -0.7409
C 0.4563 -0.1111 -0.2289 -0.5492
C -2.2958 -0.3024 -0.4999 -0.4952
C -3.3094 -0.3836 0.3596 0.2657
H 3.1303 0.6417 1.2000 0.2323
H 3.2756 1.0289 -0.5843 0.2490
H 4.2089 -0.2372 0.2956 0.2395
H -2.2866 0.5238 -1.3464 0.2572
H -3.3059 -0.9930 1.2715 0.1837
F -4.4088 0.3418 0.1415 -0.3170
S 1.8954 -0.9977 -0.0333 0.3592
S 0.2751 1.5154 -0.3136 -0.0312
S -0.8641 -1.2785 -0.4665 0.3468
```


Run two
The following is a quantum chemistry calculation of an isolated molecule of C4H5FS3, from the Open Molecules 2025 dataset.

Its HOMO-LUMO gap is 8.05 eV. The LUMO energy is -0.92 eV. The SMILES is F/C=C(/CS)C(=S)S. The spin multiplicity is 1.

Geometry as XYZ:
```
13
Properties=species:S:1:pos:R:3:nbo_charge:R:1
F -1.9303 -1.5272 -1.0826 -0.3503
C -0.6784 -1.4068 -0.4852 0.2584
C -0.0134 -0.2151 -0.0052 -0.1956
C 1.3071 -0.4612 0.8348 -0.5804
S 2.4967 0.7374 0.3927 -0.0125
C -0.8060 1.0001 -0.0539 -0.2850
S -1.3415 1.5190 1.4059 0.0728
S -1.4729 1.9297 -1.5018 0.1027
H -0.5921 -2.5312 -0.0950 0.1988
H 1.6805 -1.5879 0.7719 0.2653
H 1.1177 -0.3509 1.9156 0.2380
H 1.6624 2.0072 0.2026 0.1603
H -1.4299 0.8869 -2.2997 0.1275
```


Unit: hartree. Relative energies: run one 0.0000; run two 0.0771.